[1]
C5H19BClN3O10P | ωB97M-V/def2-TZVPD

HOMO energy = -0.1605 hartree
LUMO level = 2.2 eV
total energy = -52917.8406 eV
total charge = -1
orbital gap = 6.601 eV
multiplicity = 1

Each line ends with the natural charge from an NBO analysis.
Geometry (Å):
O 2.3878 0.6910 2.1939  -0.4930
O 2.0344 -0.5554 2.7807  -0.2760
C 1.0755 -1.1896 1.9247  -0.4023
P -0.6915 -0.5416 2.2504  0.7872
Cl -0.9575 -1.9090 4.0006  -0.5686
C -2.4716 0.1909 2.4971  -1.1106
B -3.4599 -0.5325 1.5261  1.1012
O -4.6131 -1.1626 1.9296  -0.8944
O -3.1945 -0.5938 0.1791  -0.9145
H 1.5488 1.1396 2.0103  0.4618
H 1.1676 -2.2686 1.9707  0.1912
H 1.3299 -0.8917 0.9132  0.1964
H -0.1671 0.4408 3.1803  -0.1504
H -0.5457 0.3785 1.1024  -0.2026
H -1.1794 -1.6133 1.4109  -0.1504
H -2.3896 1.2301 2.1827  0.2190
H -2.7800 0.1903 3.5364  0.2261
H -4.8208 -0.8038 2.7999  0.4856
H -2.5107 0.0706 0.0172  0.4932
C -4.0181 -1.5740 -2.7968  -0.4803
N -3.3710 -1.6583 -4.1363  0.5367
O -2.5284 -0.8292 -4.4163  -0.3872
O -3.7296 -2.5582 -4.8698  -0.3943
H -3.6036 -0.7346 -2.2568  0.2517
H -5.0837 -1.4462 -2.9594  0.2258
H -3.8135 -2.5028 -2.2752  0.2450
C 2.1443 -0.1420 -3.2702  -0.4850
N 2.4645 -0.4095 -1.8414  0.5376
O 1.6230 -0.9455 -1.1603  -0.3369
O 3.5619 -0.0648 -1.4422  -0.4066
H 1.1414 -0.4997 -3.4698  0.2379
H 2.2160 0.9304 -3.4233  0.2349
H 2.8778 -0.6697 -3.8717  0.2271
C 4.6209 2.3868 0.5799  -0.4898
N 3.9683 3.7212 0.4860  0.5386
O 2.9675 3.8186 -0.1945  -0.3827
O 4.4857 4.6351 1.0981  -0.3964
H 4.0556 1.6790 -0.0104  0.2542
H 5.6319 2.4966 0.1983  0.2172
H 4.6269 2.0969 1.6260  0.2535

***

[2]
C5H19NO4 | ωB97M-V/def2-TZVPD

HOMO energy = -0.3318 hartree
relative energy (zero: lowest compared OMol25 entry of this formula, charge and spin) = 93.6 kJ/mol
LUMO level = 0.6 eV
total energy = -15172.9647 eV
total charge = 0
orbital gap = 9.649 eV
structure (SMILES) = CCNCCCO.O.O.O
multiplicity = 1

Each line ends with the natural charge from an NBO analysis.
Geometry (Å):
C -1.5150 -0.1838 0.3452  -0.2149
N -0.0781 -0.1221 0.0720  -0.6930
C 0.2583 -0.7961 -1.2315  -0.2239
C 1.2821 -0.0238 -2.0590  -0.4479
C 0.7930 1.3919 -2.4283  -0.0757
O 0.1738 1.4706 -3.7072  -0.7075
C -1.9364 -1.5017 0.9686  -0.6158
H -2.0449 -0.0358 -0.5953  0.1656
H -1.7305 0.6526 1.0130  0.2017
H 0.3215 0.8034 0.1073  0.4047
H -0.6438 -0.8916 -1.8425  0.1615
H 0.5440 -1.8058 -0.9332  0.1855
H 1.4719 -0.6157 -2.9591  0.2238
H 2.2473 0.0868 -1.5582  0.2079
H 0.1961 1.8480 -1.6360  0.1758
H 1.7110 1.9789 -2.4869  0.1774
H -0.5243 0.8070 -3.7136  0.4577
H -1.7722 -2.3126 0.2474  0.2017
H -2.9890 -1.4736 1.2155  0.2169
H -1.3106 -1.7938 1.8149  0.1885
H 1.2413 2.5416 1.1643  0.4666
H 0.0318 2.1490 2.0100  0.5080
O 0.2803 2.4948 1.1155  -0.9710
H 1.2014 -1.4547 1.1746  0.4953
H 0.7172 -2.4359 2.2007  0.4651
O 1.4186 -1.7834 2.0696  -0.9661
H 0.9204 0.1346 2.9453  0.5048
H -0.4972 0.1284 3.4224  0.4751
O 0.2321 0.7428 3.2645  -0.9680

***

[3]
C5H19NO4 | ωB97M-V/def2-TZVPD

HOMO energy = -0.3488 hartree
relative energy (zero: lowest compared OMol25 entry of this formula, charge and spin) = 296.0 kJ/mol
LUMO level = 0.4 eV
total energy = -15170.8671 eV
total charge = 0
orbital gap = 9.937 eV
structure (SMILES) = C=CCCNC.O.O.O.O
multiplicity = 1

Each line ends with the natural charge from an NBO analysis.
Geometry (Å):
C 2.2571 1.0852 1.3548  -0.4436
N 0.8417 0.9507 0.8973  -0.6747
C 0.3404 1.9236 -0.0340  -0.2123
C 0.7176 1.4312 -1.4051  -0.4611
C 0.0220 0.3084 -2.1488  -0.1666
C -1.0214 0.5824 -2.9228  -0.4205
H 2.7809 0.2287 0.9093  0.1867
H 2.1331 0.8521 2.4381  0.2154
H 2.9168 2.0757 1.1254  0.1926
H 0.2322 1.0141 1.8124  0.3909
H 0.7338 2.9472 0.1216  0.1789
H -0.7488 1.8853 0.1616  0.2100
H 1.6871 1.0259 -1.3851  0.1973
H 0.5785 2.2768 -2.0747  0.2188
H 0.3477 -0.7430 -2.0082  0.2260
H -1.6884 1.4036 -2.8385  0.1911
H -1.4484 -0.0553 -3.5548  0.1853
H 1.5648 -2.9048 1.2660  0.4907
H 0.0907 -2.5783 1.3259  0.4541
O 0.7570 -3.0683 1.7715  -0.9457
H -2.4166 -0.6063 2.4831  0.4671
H -2.6278 0.2167 1.2189  0.4899
O -2.4450 0.3558 2.1454  -0.9616
H -2.3843 -1.8572 -0.3546  0.4701
H -2.2170 -0.6691 -1.1735  0.4855
O -2.7864 -0.9744 -0.4342  -0.9547
H 1.0838 -0.9215 0.2409  0.4953
H 2.2503 -0.8960 -0.7319  0.4679
O 1.6426 -1.4799 -0.2738  -0.9728

***

[4]
C5H20N10O5Ti | ωB97M-V/def2-TZVPD

<S²> = 3.75
HOMO energy (alpha / beta) = -0.3249 / -0.4375 hartree
relative energy (zero: lowest compared OMol25 entry of this formula, charge and spin) = 813.7 kJ/mol
LUMO level (alpha / beta) = -2.2 / -2.6 eV
total energy = -53753.6327 eV
total charge = +1
orbital gap (alpha / beta) = 6.673 / 9.272 eV
multiplicity = 4

Each line ends with the natural charge from an NBO analysis.
Geometry (Å):
Ti -23.5746 -5.9065 2.2076  0.9758
C -20.1144 -5.1098 4.8214  0.7502
O -20.8660 -5.9734 4.3330  -0.7305
N -19.5337 -4.1164 4.1842  -0.8244
N -19.8053 -5.1439 6.0172  -0.7872
H -18.8200 -3.6104 4.6889  0.3755
H -19.9587 -3.5967 3.4296  0.4138
H -18.9121 -4.7617 6.2933  0.3925
H -20.2743 -5.9231 6.4566  0.4151
C -20.7230 -4.0574 -1.1693  0.7235
O -21.0777 -4.3411 -0.0451  -0.7264
N -21.3160 -4.2618 -2.2820  -0.8029
N -19.5247 -3.9428 -1.3290  -0.7600
H -20.7906 -3.9974 -3.1030  0.3896
H -22.2229 -4.7061 -2.2694  0.4093
H -18.9586 -3.6349 -0.5512  0.4061
H -19.1550 -3.7678 -2.2524  0.3659
C -26.9483 -4.4864 -0.1234  0.7504
O -26.1227 -4.2807 0.7562  -0.7165
N -28.1910 -4.1297 -0.1531  -0.8137
N -26.7724 -4.9374 -1.2795  -0.7952
H -28.7610 -4.6521 -0.8030  0.3844
H -28.5876 -3.5974 0.6081  0.4086
H -25.8484 -5.2858 -1.4917  0.3908
H -27.4671 -4.8162 -2.0025  0.3982
C -25.1283 -6.2453 6.3154  0.7424
O -25.2555 -6.5076 5.1071  -0.7561
N -24.8090 -7.0692 7.1508  -0.7623
N -25.1778 -4.9932 6.6949  -0.8177
H -24.5091 -7.9753 6.8204  0.4237
H -24.5427 -6.7102 8.0566  0.3897
H -25.1941 -4.7230 7.6680  0.3748
H -25.5904 -4.2545 6.1434  0.4092
C -22.6846 -8.8393 -0.7974  0.7576
O -23.0381 -8.7594 0.2684  -0.6322
N -23.5794 -8.9267 -1.7392  -0.8361
N -21.5337 -8.6229 -1.3716  -0.8653
H -24.5559 -8.6989 -1.6176  0.4051
H -23.1539 -9.0522 -2.6466  0.3684
H -20.8854 -8.0140 -0.8931  0.4092
H -21.2532 -9.0698 -2.2328  0.3965